# 1
Computed, not measured: a structure of composition C34H54As2IrN8O, with the ωB97M-V functional and the def2-TZVPD basis.

XYZ file:
```
100
Properties=species:S:1:pos:R:3:lowdin_spin:R:1
Ir 0.26350 -0.13144 0.19154 2.28
C 3.20738 -1.19819 3.96851 0.00
C 2.76969 -0.37286 2.80340 0.01
O 1.72514 -0.63511 2.18836 0.08
N 3.51769 0.68360 2.45797 0.00
C 3.14316 1.52949 1.34241 0.00
C 3.39899 0.88764 0.00543 0.01
C 4.67685 0.89567 -0.53744 0.00
C 4.91588 0.28347 -1.75428 0.00
C 3.85193 -0.32309 -2.40366 0.00
C 2.60727 -0.27208 -1.80979 0.01
N 2.36218 0.31996 -0.63484 0.07
H 3.28653 -2.23670 3.65614 0.00
H 2.43503 -1.13461 4.73459 0.00
H 4.15550 -0.87753 4.38921 0.00
H 4.37888 0.85559 2.95485 0.00
H 3.70574 2.46112 1.42944 0.00
H 2.07744 1.76322 1.41468 0.00
H 5.47812 1.38493 -0.00281 0.00
H 5.90638 0.28127 -2.18547 0.00
H 3.98082 -0.82647 -3.34899 0.00
H 1.75274 -0.73389 -2.27655 0.00
C -2.59285 2.06191 1.80420 0.02
As -0.77995 1.37034 2.02327 0.09
C 0.20250 2.89792 2.73772 0.03
C -0.94892 0.33480 3.64953 0.01
C -1.12514 0.97867 4.87181 0.00
C -1.24835 0.24058 6.03764 0.00
C -1.20201 -1.14614 5.98938 0.00
C -1.03790 -1.78942 4.77348 0.00
C -0.90863 -1.05139 3.59985 0.00
As -0.77671 -1.95356 1.89784 0.10
C 0.42405 -3.44605 2.26053 0.03
C -2.51619 -2.83602 1.97245 0.02
H -2.57373 3.14440 1.69370 0.00
H -3.16707 1.80693 2.69518 0.00
H -3.06564 1.61611 0.93025 0.00
H -0.48237 3.56778 3.25972 0.00
H 0.70228 3.45161 1.94748 0.00
H 0.94490 2.53120 3.44580 0.00
H -1.16945 2.05944 4.93225 0.00
H -1.38306 0.74553 6.98343 0.00
H -1.30649 -1.72426 6.89603 0.00
H -1.01365 -2.87338 4.75227 0.00
H -0.10529 -4.38870 2.12516 0.00
H 0.77079 -3.38037 3.29055 0.00
H 1.28413 -3.39933 1.59573 0.00
H -2.57256 -3.40467 2.89930 0.00
H -2.65831 -3.50911 1.13235 0.00
H -3.30518 -2.08636 1.97814 0.00
C 1.32460 4.08795 -3.52251 0.01
N 0.98195 2.75281 -3.02807 0.04
C 1.21011 1.72720 -4.03536 0.00
C 0.36289 2.57307 -1.85990 0.04
N -0.33373 1.42518 -1.57692 0.26
C -1.22760 0.98804 -2.48941 0.14
C -1.87382 1.83972 -3.43130 0.02
C -2.65550 1.32453 -4.41735 0.09
C -2.81504 -0.08025 -4.52777 0.10
C -2.27787 -0.91951 -3.59946 0.01
C -1.52676 -0.41778 -2.49889 0.14
N -0.97992 -1.18025 -1.51875 0.25
C -1.44211 -2.47753 -1.43269 0.04
N -2.75354 -2.72774 -1.33683 0.02
C -3.38903 -3.92591 -1.88487 0.00
C -3.70115 -1.71723 -0.88751 0.00
N -0.54476 -3.46020 -1.43063 0.01
C 0.82504 -3.18326 -1.82778 0.01
C -0.81661 -4.84205 -1.03479 0.00
N 0.45994 3.51184 -0.89879 0.01
C 1.63413 4.35446 -0.71811 0.00
C -0.75941 3.95067 -0.23473 0.00
H 1.00764 4.13699 -4.56375 0.00
H 2.39772 4.26597 -3.47350 0.00
H 0.79271 4.84691 -2.96034 0.00
H 0.57991 1.93018 -4.90272 0.00
H 0.97427 0.74335 -3.65343 0.00
H 2.25670 1.76720 -4.33808 0.00
H -1.73758 2.90831 -3.34371 0.00
H -3.14821 1.97262 -5.12572 0.00
H -3.37925 -0.48417 -5.35495 0.00
H -2.42487 -1.98293 -3.70530 0.00
H -2.68794 -4.48450 -2.49609 0.00
H -4.21471 -3.59618 -2.51750 0.00
H -3.78940 -4.56514 -1.09848 0.00
H -3.17914 -0.91421 -0.37289 0.00
H -4.39862 -2.18992 -0.19657 0.00
H -4.26304 -1.31426 -1.73218 0.00
H 0.84539 -2.61307 -2.75502 0.00
H 1.32526 -4.13453 -1.99614 0.00
H 1.35789 -2.64110 -1.03528 0.01
H -0.91274 -5.49394 -1.90304 0.00
H -1.72324 -4.89432 -0.44110 0.00
H 0.02278 -5.18572 -0.43312 0.00
H 1.47622 5.37832 -1.06136 0.00
H 2.48203 3.92406 -1.24459 0.00
H 1.86158 4.39022 0.34771 0.00
H -1.48289 3.13630 -0.22560 0.00
H -1.18949 4.80540 -0.76570 0.00
H -0.53679 4.26192 0.78319 0.00
```

Calculated values
**Multiplicity**: 5
**Total energy**: -6416.22754 Eh
**Net charge**: +3
**⟨S²⟩**: 6.025
**Orbital gap (alpha / beta)**: 7.59 / 6.56 eV
**Maximum force**: 0.4 eV/A

# 2
Computed, not measured: a structure of composition C34H54N2O2S3SbZr, with the ωB97M-V functional and the def2-TZVPD basis.

XYZ file:
```
97
Properties=species:S:1:pos:R:3:lowdin_spin:R:1
Zr -0.91074 -0.01714 0.27331 0.00
C 0.08108 1.27233 3.11265 0.00
N 0.02081 -0.07891 2.49920 0.00
C -0.80304 -0.93111 3.39322 0.00
C 1.38457 -0.65326 2.46024 0.00
C 2.29108 0.13351 1.54057 0.00
N 1.82330 0.04436 0.15015 0.00
C 2.31679 1.20816 -0.62123 0.00
C 1.62541 1.52314 -1.92359 0.00
C 2.36154 1.73988 -3.08199 0.00
C 1.75492 2.24092 -4.22335 0.00
C 0.39355 2.53854 -4.15149 0.00
C -0.38773 2.35090 -3.01748 0.00
C 0.26054 1.79477 -1.90534 0.00
O -0.39123 1.54001 -0.74297 0.01
C -1.84024 2.83167 -2.95458 0.00
C -2.27847 3.49607 -4.26281 0.00
C -1.96303 3.87790 -1.83553 0.00
C -2.81035 1.67112 -2.69833 0.00
C 2.50890 2.51787 -5.52289 0.00
C 2.39656 4.00849 -5.87419 0.00
C 3.99358 2.17289 -5.40944 0.00
C 1.89149 1.68563 -6.65512 0.00
C 2.36465 -1.21806 -0.40263 0.00
C 1.83205 -1.67241 -1.72799 0.00
C 2.69683 -2.01632 -2.74986 0.00
C 2.22282 -2.60150 -3.91934 0.00
C 0.85409 -2.82145 -4.00705 0.00
C -0.05910 -2.50237 -2.99884 0.00
C 0.46063 -1.89942 -1.84927 0.00
O -0.29726 -1.52825 -0.78474 0.00
C -1.53878 -2.86514 -3.13436 0.00
C -1.91762 -3.82673 -1.99858 0.00
C -1.85017 -3.57280 -4.45614 0.00
C -2.39772 -1.59552 -3.09027 0.00
C 3.19870 -3.02203 -5.01733 0.00
C 4.01469 -1.80775 -5.47234 0.00
C 2.48507 -3.60340 -6.23775 0.00
C 4.15170 -4.08980 -4.46187 0.00
H 0.73728 1.24304 3.98964 0.00
H -0.91994 1.57072 3.40492 0.00
H 0.45057 2.01216 2.40401 0.00
H -0.36176 -0.93283 4.39599 0.00
H -0.84339 -1.94647 3.00463 0.00
H -1.81725 -0.53878 3.43262 0.01
H 1.29690 -1.69091 2.13397 0.00
H 1.79890 -0.66250 3.47586 0.00
H 3.32161 -0.23434 1.63839 0.00
H 2.30470 1.17922 1.84413 0.00
H 3.39316 1.09085 -0.80818 0.00
H 2.19486 2.08096 0.02659 0.00
H 3.42239 1.52274 -3.06576 0.00
H -0.07622 2.95636 -5.02956 0.00
H -1.67573 4.37601 -4.49472 0.00
H -3.31388 3.82379 -4.15773 0.00
H -2.23312 2.80707 -5.10852 0.00
H -1.27861 4.70913 -2.01990 0.00
H -1.74689 3.45061 -0.85838 0.00
H -2.98074 4.27323 -1.80903 0.00
H -2.79563 0.96170 -3.52796 0.00
H -3.82724 2.05572 -2.59083 0.00
H -2.57779 1.13716 -1.77769 0.00
H 2.82231 4.62484 -5.08038 0.00
H 1.35934 4.31279 -6.01653 0.00
H 2.93737 4.21887 -6.79965 0.00
H 4.48838 2.78552 -4.65295 0.00
H 4.48613 2.36371 -6.36464 0.00
H 4.14798 1.12372 -5.15797 0.00
H 0.85008 1.95976 -6.82787 0.00
H 1.91846 0.62141 -6.41526 0.00
H 2.44012 1.84462 -7.58625 0.00
H 2.14818 -2.00476 0.32386 0.00
H 3.45890 -1.13139 -0.46550 0.00
H 3.75862 -1.84126 -2.61055 0.00
H 0.46960 -3.28416 -4.90086 0.00
H -1.32623 -4.74235 -2.07386 0.00
H -2.97409 -4.09351 -2.07107 0.00
H -1.75473 -3.38255 -1.02050 0.00
H -1.31084 -4.51694 -4.55318 0.00
H -1.62150 -2.94771 -5.32144 0.00
H -2.91761 -3.79806 -4.48406 0.00
H -2.22795 -1.01921 -2.18325 0.00
H -3.45874 -1.85472 -3.10922 0.00
H -2.17872 -0.96412 -3.95467 0.00
H 3.35672 -1.02342 -5.84758 0.00
H 4.70492 -2.08849 -6.27112 0.00
H 4.60273 -1.39255 -4.65217 0.00
H 1.79791 -2.88176 -6.68389 0.00
H 1.92330 -4.50464 -5.98658 0.00
H 3.22362 -3.87307 -6.99454 0.00
H 4.72728 -3.71089 -3.61630 0.00
H 4.85715 -4.40595 -5.23377 0.00
H 3.59570 -4.96652 -4.12508 0.00
S -4.76079 0.05120 3.44622 0.86
Sb -4.35394 0.18017 1.08419 0.03
S -2.56591 1.73789 1.30230 0.09
S -2.84971 -1.64481 0.72587 0.00
```

Calculated values
**Multiplicity**: 2
**Total energy**: -3070.03449 Eh
**⟨S²⟩**: 0.755
**Orbital gap (alpha / beta)**: 8.27 / 6.02 eV
**Maximum force**: 1.9 eV/A

# 3
Computed, not measured: a structure of composition C34H55BrN3NiOP2, with the ωB97M-V functional and the def2-TZVPD basis.

XYZ file:
```
97
Properties=species:S:1:pos:R:3:lowdin_spin:R:1
C -0.63542 -2.24947 -1.39014 0.01
C 1.60498 -2.26427 -0.51884 0.00
C -0.47752 -3.49267 -1.99424 0.00
C 1.77078 -3.57447 -1.09784 0.00
C 0.76028 -4.16727 -1.82094 0.00
H -1.29572 -3.93287 -2.56994 0.00
H 2.73328 -4.07617 -0.95974 0.00
H 0.91048 -5.15767 -2.26534 0.00
N 0.34818 -1.64777 -0.65954 0.08
P -2.32322 -0.57607 0.06436 0.06
P 2.44818 0.12783 0.48406 0.09
C -1.93842 -1.49127 -1.52524 0.01
H -1.81292 -0.70667 -2.29124 0.00
H -2.75062 -2.15877 -1.85954 0.00
C -0.24072 1.84323 1.49646 0.02
O -0.33772 2.85643 2.08736 -0.01
C 2.64778 -1.60217 0.14156 0.01
H 3.63038 -2.08607 0.15796 0.00
C 3.29768 1.05163 -0.99544 0.02
C 3.47318 0.52593 2.05716 0.01
C -3.70032 0.72083 -0.38664 0.01
C -3.05102 -1.95377 1.18156 0.01
C 2.88448 2.53623 -1.00404 0.00
H 3.37378 3.10113 -0.19684 0.00
H 3.18768 3.00133 -1.96154 0.00
H 1.79708 2.65523 -0.88044 0.00
C 4.83298 0.94283 -1.02674 0.01
H 5.31708 1.51463 -0.21864 0.00
H 5.16328 -0.10857 -0.96674 0.00
H 5.20228 1.35313 -1.98694 0.00
C 2.77528 0.33063 -2.25854 0.00
H 3.06668 0.91073 -3.15584 0.00
H 3.21598 -0.67567 -2.34004 0.00
H 1.68228 0.20843 -2.25344 0.00
C 3.70768 2.04303 2.18756 0.00
H 2.75918 2.60263 2.11256 0.00
H 4.14548 2.25363 3.18136 0.00
H 4.40928 2.43023 1.43136 0.00
C 2.68028 0.06403 3.29056 0.00
H 1.75268 0.64283 3.41706 0.00
H 2.42888 -1.00597 3.23126 0.00
H 3.30568 0.22163 4.18976 0.00
C 4.81068 -0.24437 2.06516 0.01
H 5.46898 0.01293 1.22396 0.00
H 5.35118 -0.00467 3.00066 0.00
H 4.63218 -1.33247 2.05156 0.00
C -3.32242 -1.34757 2.57416 0.00
H -3.70252 -2.13977 3.24576 0.00
H -2.40892 -0.93387 3.02386 0.00
H -4.08292 -0.54937 2.53516 0.00
C -1.98862 -3.07617 1.27876 0.00
H -1.96732 -3.68107 0.35816 0.00
H -0.97222 -2.70457 1.45826 0.00
H -2.26422 -3.73907 2.11946 0.00
C -4.33172 -2.62247 0.63196 0.00
H -4.47592 -3.57847 1.16826 0.00
H -5.23622 -2.02117 0.78966 0.00
H -4.24822 -2.86307 -0.44244 0.00
C -3.70272 0.96363 -1.90794 0.00
H -4.04502 0.07713 -2.46794 0.00
H -4.39782 1.79393 -2.13554 0.00
H -2.70702 1.24563 -2.27644 0.00
C -3.31082 2.02583 0.33766 0.00
H -2.33182 2.39663 -0.00224 0.00
H -4.07482 2.79963 0.13276 0.00
H -3.24682 1.88283 1.42936 0.00
C -5.14362 0.35373 0.00716 0.00
H -5.52432 -0.50657 -0.56404 0.00
H -5.25402 0.14653 1.08246 0.00
H -5.79002 1.22013 -0.22884 0.00
Ni -0.02272 0.19943 0.51546 1.55
N -0.21002 1.27613 -1.30114 0.04
C -0.29552 1.91913 -2.27784 0.00
C -0.41052 2.71633 -3.51434 0.00
C 0.70138 2.29273 -4.50704 0.00
C -1.80382 2.44293 -4.13894 0.00
C -0.24932 4.21753 -3.16044 0.00
H 1.70068 2.48093 -4.08474 0.00
H 0.62168 1.22363 -4.75734 0.00
H 0.59148 2.88403 -5.43254 0.00
H -2.61472 2.74833 -3.45774 0.00
H -1.89732 3.02103 -5.07414 0.00
H -1.92442 1.37243 -4.37274 0.00
H -0.32192 4.81263 -4.08694 0.00
H -1.03462 4.55273 -2.46514 0.00
H 0.73338 4.40673 -2.69774 0.00
Br 1.48608 -4.36997 3.97896 0.00
C 0.69988 -2.64007 3.77916 0.00
C 0.17138 -1.99377 4.87666 0.00
C -0.37592 -0.74047 4.70676 0.00
C -0.40792 -0.15197 3.43586 0.00
N 0.09038 -0.76667 2.28516 0.06
C 0.67848 -2.01337 2.52196 0.00
H 0.18858 -2.45597 5.85526 0.00
H -0.79612 -0.21847 5.55736 0.00
H -0.89922 0.79933 3.43946 0.00
H 1.11818 -2.59957 1.76026 0.00
```

Calculated values
**Multiplicity**: 3
**Total energy**: -6332.88083 Eh
**Net charge**: +1
**⟨S²⟩**: 2.014
**Orbital gap (alpha / beta)**: 6.13 / 6.16 eV
**Maximum force**: 6.4 eV/A

Question: Number 2 is which compound?
Answer: C34H54N2O2S3SbZr

Question: Among the records above, which one has the highest multiplicity?
Answer: C34H54As2IrN8O

Question: Which formula does entry 1 have?
Answer: C34H54As2IrN8O

Question: The highest maximum force belongs to which entry?
Answer: C34H55BrN3NiOP2